C19H32AsBr2NO4PS as an isolated structure at a distorted geometry, computed with wB97M-V/def2-TZVPD.

Last column: Mulliken charge in e.
Cartesian coordinates (Å):
C (4.0118, -0.7307, 1.9020)  -0.509
C (4.6267, -0.7965, 0.4633)  0.485
O (4.8809, -1.8705, -0.0452)  -0.569
N (4.8942, 0.3850, -0.3079)  -0.312
C (3.9678, 0.5578, -1.4610)  -1.161
C (2.4248, 0.4031, -1.0768)  0.184
C (2.0829, 1.5753, -0.0835)  -0.590
C (0.6731, 1.4150, 0.6462)  -1.304
As (-0.8253, 2.1744, -0.5475)  0.432
C (-2.1527, 0.7186, -0.0799)  -1.573
C (-2.3723, -0.3834, -1.1971)  0.353
C (-3.9279, -0.3294, -1.5648)  -1.568
O (-2.2014, -1.6984, -0.5844)  -0.349
C (-1.3141, -2.5180, -1.3454)  -0.265
C (-0.6867, -3.5420, -0.3184)  0.236
C (0.2422, -2.9691, 0.6593)  0.378
C (0.8691, -3.7682, 1.6958)  -0.578
C (0.5640, -5.1947, 1.7410)  -0.473
C (-0.3635, -5.7622, 0.7712)  -0.335
C (-1.0058, -4.9570, -0.2802)  -0.730
C (-1.4659, 3.5195, 0.8552)  0.054
Br (-1.5846, 5.4113, 0.2290)  -0.113
C (-1.7900, 3.3472, 2.1677)  -0.149
C (-1.7014, 1.9676, 2.8577)  -0.745
Br (-2.3816, 4.8723, 3.2975)  -0.253
P (-2.2207, 3.0634, -2.2656)  0.702
O (-2.5878, 1.8725, -3.4457)  -0.491
O (-3.7125, 3.5494, -1.6496)  -0.583
S (-1.3204, 4.4628, -3.3099)  -0.496
H (3.7921, 0.3096, 2.2462)  0.310
H (3.0957, -1.3799, 1.8852)  -0.134
H (4.7457, -1.1851, 2.6155)  0.383
H (4.9187, 1.2207, 0.2845)  0.383
H (4.2878, -0.1585, -2.2575)  0.322
H (4.1509, 1.5973, -1.8580)  0.442
H (2.1755, -0.6202, -0.7040)  0.003
H (1.8787, 0.6216, -2.0390)  0.343
H (2.8377, 1.5275, 0.7582)  0.177
H (2.2087, 2.5993, -0.5307)  0.265
H (0.4753, 0.3664, 0.9797)  0.354
H (0.7304, 2.1521, 1.5027)  0.380
H (0.2246, 3.2438, -1.0198)  0.210
H (-0.2573, 1.2279, -1.6709)  -0.073
H (-1.7433, 0.1364, 0.7944)  0.497
H (-3.1371, 1.1643, 0.2518)  0.519
H (-1.7443, -0.2395, -2.1079)  0.642
H (-4.1394, -0.9205, -2.4982)  0.353
H (-4.4938, -0.6934, -0.6720)  0.377
H (-4.2174, 0.7432, -1.7312)  0.267
H (-0.4561, -1.9495, -1.7899)  0.210
H (-1.8896, -3.1120, -2.1172)  0.279
H (0.4477, -1.8751, 0.6288)  0.183
H (1.5408, -3.2454, 2.4141)  0.256
H (1.0600, -5.8093, 2.5303)  0.317
H (-0.5788, -6.8507, 0.8733)  0.302
H (-1.7280, -5.4123, -0.9901)  0.326
H (-1.9979, 2.1535, 3.9358)  0.420
H (-0.6778, 1.5256, 2.9521)  0.156
H (-2.4710, 1.2168, 2.5263)  0.179
H (-3.4557, 2.1608, -3.7976)  0.310
H (-3.9170, 2.9497, -0.9077)  0.367

Forces on the atoms, in the same order (eV/Å):
0.609 0.080 -0.195
0.449 -0.079 -0.507
-0.560 0.393 0.527
-0.650 -0.083 1.298
-0.266 -0.128 -0.360
0.966 1.885 -1.102
-0.385 -1.277 1.366
1.012 1.419 0.009
2.650 -1.881 0.034
-0.461 -1.180 0.352
-2.563 0.823 0.886
0.872 0.476 -0.250
1.249 0.610 -1.292
0.287 -1.794 1.129
0.613 -0.325 0.751
-0.350 -1.755 0.311
-1.589 -0.515 -1.815
-0.650 1.413 -1.216
0.451 1.328 0.141
1.706 1.004 1.989
-1.426 1.946 2.268
0.317 -1.249 0.046
0.534 -0.576 -1.516
-0.973 0.495 2.158
0.342 -1.235 -0.225
-0.412 0.863 -2.042
-0.910 0.882 1.511
0.703 -0.929 -0.494
-0.481 -0.129 0.340
-0.009 -0.942 -0.356
0.795 0.771 0.037
-0.625 0.268 -0.615
-0.359 -0.454 -0.341
-0.405 0.487 0.661
-0.287 -1.046 0.378
0.195 0.838 -0.172
0.303 -0.617 0.983
-0.626 0.159 -0.876
-0.331 -1.036 0.070
0.297 0.827 -0.133
-0.150 -1.103 -0.507
-0.536 0.233 0.078
-0.215 -0.119 -0.433
-0.370 0.810 -0.793
0.850 -0.477 -0.332
-0.323 -0.159 0.821
0.005 0.457 0.998
0.421 0.062 -0.844
0.187 -1.073 -0.071
-0.907 -0.284 0.167
0.683 0.739 0.455
-0.230 -0.959 -0.081
-0.556 -0.782 -0.576
-0.672 0.400 -0.891
0.096 1.005 -0.286
0.663 0.412 0.598
0.324 -0.210 -1.045
-0.884 0.428 -0.660
1.000 0.814 -0.110
0.566 -0.285 -0.019
0.017 0.352 -0.206

## Properties
Highest occupied orbital energy in hartree: -0.1716
Net charge: -1